A molecular structure, C21H41CuIN2Si4 at a distorted geometry. Source: OMol25; level of theory: ωB97M-V with the def2-TZVPD basis set.

- Energy: -4030.480144 Ha
- 2S+1: 2

Each line ends with the natural charge from an NBO analysis.
CARTESIAN COORDINATES (ANGSTROEM)
I1 -0.38487 2.84033 0.32283  -0.21
Cu1 0.57755 1.34614 -1.58573  0.86
Si1 -0.18087 1.40798 3.19530  1.30
Si2 -1.74771 -1.04052 0.88877  1.28
Si3 0.14659 0.34153 1.09367  -0.14
Si4 2.08676 -1.05773 1.32384  1.31
N1 -1.31647 1.29608 -2.57490  -0.63
N2 0.70194 -0.43751 -2.68241  -0.64
C1 3.68374 -0.37035 0.58240  -1.12
C2 1.77183 -2.74433 0.53433  -1.12
C3 -3.88842 0.73128 -3.56468  -0.19
C4 -0.53062 -2.06094 -3.96242  -0.21
C5 -0.43803 -0.80647 -3.33244  0.07
C6 -1.95150 -2.08131 2.46187  -1.11
C7 0.55271 -2.93941 -3.91101  -0.21
C8 -3.26821 0.02733 0.61238  -1.12
C9 2.45951 1.90223 -1.88939  -0.75
C10 1.38500 2.41787 3.47411  -1.14
C11 -2.83209 -0.15407 -3.78136  -0.25
C12 -1.67013 -2.30848 -0.51172  -1.11
C13 -1.69466 2.51583 3.42443  -1.12
C14 2.46882 -1.35799 3.15377  -1.11
C15 -2.32859 2.17659 -2.43392  0.06
C16 -3.63114 1.91651 -2.87192  -0.33
C17 1.77133 -1.25572 -2.69648  0.05
C18 2.44528 3.43726 -1.73166  -0.62
C19 -0.36473 0.15508 4.60784  -1.13
C20 -1.55769 0.13844 -3.25417  0.19
C21 1.72548 -2.52659 -3.27206  -0.32
H1 2.60288 -3.16592 -3.21813  0.21
H2 2.41219 3.92280 -2.70939  0.21
H3 3.71389 -0.43132 -0.51308  0.23
H4 -1.70071 2.85018 4.47341  0.24
H5 -3.14940 1.06348 0.95027  0.24
H6 -2.19017 -3.22259 -0.18302  0.23
H7 -4.11197 -0.42467 1.15583  0.24
H8 3.43130 1.58063 -2.28180  0.25
H9 -4.41004 2.64697 -2.66754  0.22
H10 1.61348 3.81306 -1.12621  0.22
H11 2.64880 -0.42705 3.70799  0.24
H12 0.47560 -3.92221 -4.36887  0.21
H13 3.86379 0.67205 0.87936  0.24
H14 1.25409 3.44614 3.11253  0.25
H15 1.73674 -2.69761 -0.56206  0.26
H16 3.38750 -1.96293 3.20091  0.24
H17 2.60556 -3.40734 0.81244  0.24
H18 -4.88369 0.49725 -3.93614  0.22
H19 -1.29747 -0.41604 4.53682  0.24
H20 0.46756 -0.54937 4.69232  0.23
H21 -0.64829 -2.58507 -0.79955  0.24
H22 -3.52052 0.04517 -0.45662  0.25
H23 -2.73818 -1.65612 3.10034  0.24
H24 -2.63158 1.97460 3.24318  0.24
H25 4.51814 -0.97728 0.96967  0.24
H26 2.68844 -0.87901 -2.23841  0.18
H27 1.67087 -1.91865 3.65652  0.24
H28 -1.69725 3.41461 2.79472  0.24
H29 2.27367 1.99423 2.98623  0.23
H30 1.79760 1.56998 -2.71838  0.23
H31 0.84289 -3.20797 0.88915  0.24
H32 -0.40205 0.74269 5.53707  0.23
H33 1.57446 2.45429 4.55745  0.24
H34 -2.26335 -3.09181 2.15785  0.24
H35 -1.03157 -2.17131 3.05359  0.24
H36 -2.96906 -1.07557 -4.34246  0.21
H37 2.44443 1.37640 -0.91863  0.23
H38 -2.18682 -1.93602 -1.40690  0.25
H39 -2.09694 3.11097 -1.92360  0.20
H40 -1.45787 -2.32473 -4.46537  0.21
H41 3.37223 3.76608 -1.25075  0.21

Forces on atoms 1 to 3 (eV/Å):
0.175 -0.111 -0.134
-2.730 -1.173 0.502
0.100 -0.601 0.319

=====

5 unconnected molecules or ions with the total composition C21H41FN2O9 at a distorted geometry. Source: OMol25; level of theory: ωB97M-V with the def2-TZVPD basis set.

- Energy: -1711.330911 Ha
- SMILES: NC[C@@H]1CNC(=O)[C@@H]1F.CCOC(C)=O.CCOC(C)=O.CCOC(C)=O.CCOC(C)=O

Each line ends with the Mulliken charge.
CARTESIAN COORDINATES (ANGSTROEM)
F1 5.55564 -2.72467 3.53962  -0.33
O1 1.17257 0.10146 1.24117  -0.63
O2 -2.23040 1.97979 0.74069  -0.04
O3 -3.06656 1.42248 -1.19358  -0.59
O4 3.06020 -1.30872 -2.15062  -0.53
O5 1.66491 1.90570 0.11483  -0.43
O6 -5.61529 0.12558 2.64187  -0.56
O7 6.11715 0.40420 4.41704  -0.61
O8 1.77445 -1.13220 -3.91291  -0.32
O9 -4.30059 -0.46304 1.00967  -0.13
N1 1.49550 -2.72821 2.47044  -0.60
N2 5.27914 -0.26024 2.33460  -0.30
C1 -3.78832 -1.40973 0.06387  -0.13
C2 -6.22243 -1.91126 1.57033  -1.30
C3 1.96981 -1.52726 -6.31521  -1.09
C4 4.10812 -1.09682 1.98879  -0.31
C5 1.07468 0.70078 0.20159  1.00
C6 -2.22510 2.76266 1.94459  -0.55
C7 -5.35995 -0.69525 1.80307  0.78
C8 1.72467 2.63968 -1.10930  -0.12
C9 4.80908 -1.68806 4.10570  0.31
C10 5.52009 -0.38806 3.71011  0.09
C11 -3.06931 2.09673 3.00562  -0.98
C12 0.26856 0.18202 -0.95480  -0.45
C13 -4.51639 -1.33482 -1.26023  -0.99
C14 2.58330 -2.68593 3.44794  -0.90
C15 -4.47313 2.80456 0.13455  -1.42
C16 4.12208 -0.36677 -4.05168  -1.24
C17 0.46298 3.44449 -1.34421  -0.82
C18 -3.21039 2.03977 -0.16951  0.88
C19 1.48899 -0.60783 -5.21268  -0.42
C20 3.50620 -1.49080 3.34788  0.25
C21 2.95523 -0.95148 -3.28926  0.89
H1 -2.74588 -1.12643 -0.06889  -0.09
H2 0.55806 4.04117 -2.25209  0.45
H3 -2.71830 1.07910 3.17069  0.24
H4 -2.53757 3.78873 1.74297  0.37
H5 3.19507 -3.58350 3.37347  0.33
H6 -3.79487 -2.41458 0.48874  0.51
H7 1.53015 -2.51685 -6.19583  0.31
H8 3.05347 -1.64340 -6.29971  0.28
H9 2.57924 3.30417 -0.99289  0.40
H10 -0.41258 2.80157 -1.44385  0.08
H11 0.40411 -0.52544 -5.24327  0.39
H12 -1.17928 2.80272 2.24434  0.35
H13 4.72900 0.20387 -3.35373  0.32
H14 -4.45719 -0.32250 -1.65828  0.24
H15 -4.10984 2.02755 2.70161  0.24
H16 -6.61613 -2.23530 2.52994  0.37
H17 0.61626 -2.58172 2.93246  0.29
H18 1.59567 -2.00937 1.77224  0.25
H19 0.59191 0.54987 -1.92434  0.13
H20 -7.05486 -1.62423 0.92943  0.28
H21 -4.06413 -2.01963 -1.97761  0.38
H22 0.28606 4.11518 -0.50326  0.27
H23 4.72181 -1.18701 -4.44337  0.33
H24 -5.19926 2.10540 0.54819  0.21
H25 -0.77829 0.45246 -0.80141  -0.23
H26 3.84099 0.28958 -4.87159  0.37
H27 3.45693 -0.61607 1.27564  -0.07
H28 0.36175 -0.90106 -0.97399  0.36
H29 1.95146 1.97318 -1.94287  -0.06
H30 -4.85909 3.20852 -0.79822  0.38
H31 3.10869 -0.57607 3.79649  0.24
H32 4.74046 -1.89954 5.16478  0.47
H33 1.88632 0.40329 -5.31486  0.35
H34 5.06799 0.70875 2.13118  0.32
H35 2.14820 -2.68864 4.44472  0.37
H36 1.68186 -1.13248 -7.28952  0.38
H37 -5.69889 -2.74949 1.11766  0.37
H38 -3.02293 2.64012 3.95028  0.46
H39 4.41951 -2.01312 1.48961  0.27
H40 -4.34021 3.62730 0.83181  0.37
H41 -5.57119 -1.59481 -1.15664  0.32

Forces on atoms 1 to 3 (eV/Å):
-0.042 -0.310 0.053
0.008 0.019 0.105
0.326 0.173 -0.221

=====

2 unconnected molecules or ions with the total composition C21H41IO7S at a distorted geometry. Source: OMol25; level of theory: ωB97M-V with the def2-TZVPD basis set.

- Energy: -2047.240367 Ha
- SMILES: CCCCCC[C@]1(CCCOC(C)=O)OS(=O)(=O)O[C@]1([C@H](C)CC)[C@@H](I)CC.CO
- Relative energy (zero: lowest compared OMol25 entry of this formula, charge and spin): 24.2 kcal per mole

Each line ends with the Mulliken charge.
CARTESIAN COORDINATES (ANGSTROEM)
I1 -0.14447 4.41315 1.14473  0.10
S1 -3.14033 2.23770 0.85778  1.49
O1 -2.90352 1.09642 -0.23163  -0.44
O2 -4.19211 1.84413 1.70690  -0.64
O3 -3.31453 3.52345 0.32552  -0.67
O4 -3.76765 -4.64781 0.60525  -0.50
O5 -1.73488 2.02824 1.60965  -0.36
O6 -4.30173 -3.00750 2.00269  -0.46
O7 4.53510 4.70323 -1.24992  -0.45
C1 0.05433 0.57788 1.97891  0.20
C2 0.92341 1.50250 2.84501  -1.88
C3 -2.05622 -0.98107 0.41484  -0.95
C4 2.29134 -2.96333 -1.21878  0.04
C5 1.86715 2.30441 -1.78914  -1.41
C6 0.15389 -0.40948 -1.87111  0.67
C7 -1.61190 0.41261 -0.10450  1.15
C8 0.07877 -1.95856 -2.00582  -0.59
C9 0.02809 2.49499 0.07706  -1.85
C10 -4.34813 -3.66067 0.81865  0.77
C11 1.53074 2.21083 -0.24553  0.38
C12 3.47929 -2.00517 -0.91379  -1.14
C13 -2.95928 -0.98098 1.68603  -1.02
C14 -0.70289 1.29003 0.83433  1.99
C15 0.77875 -1.78084 2.60774  -1.72
C16 1.48575 -2.47043 -2.46201  -1.18
C17 0.93017 -0.64290 1.55674  1.18
C18 -5.23954 -3.09694 -0.28400  -0.95
C19 -3.00162 -2.41381 2.26807  -1.32
C20 5.18807 5.58306 -2.16008  -0.60
C21 -1.20354 0.27490 -1.59038  -2.36
H1 -2.80718 -2.46466 3.34182  0.32
H2 1.39352 -3.25913 -3.21596  0.43
H3 3.93078 5.23488 -0.71986  0.29
H4 -2.27080 -3.07985 1.78938  0.56
H5 5.74869 6.34520 -1.61355  0.27
H6 1.97663 -0.32390 1.62780  0.88
H7 3.77185 -2.19156 0.12989  0.31
H8 0.98366 -2.76052 2.15943  0.32
H9 1.40847 -1.61933 3.48667  0.44
H10 0.95895 -0.13079 -1.18804  -0.99
H11 -1.23471 -1.68005 0.58783  -0.04
H12 -0.46313 2.69887 -0.87351  1.19
H13 2.64057 -3.99367 -1.33707  0.46
H14 -0.71888 0.18929 2.64703  0.45
H15 -2.72021 -0.20508 2.41436  0.86
H16 -2.66039 -1.41674 -0.38848  0.70
H17 -0.25827 -1.84731 2.96839  0.24
H18 1.88363 1.22670 0.07483  -0.52
H19 1.24065 0.92066 3.72239  0.50
H20 2.53395 3.14329 -2.00185  0.23
H21 -0.22525 -2.44789 -1.08109  -0.05
H22 -4.66461 -2.50234 -1.00095  0.19
H23 1.67057 -2.95166 -0.31397  -0.12
H24 2.18780 2.94051 0.23358  0.93
H25 1.83233 1.85863 2.35291  0.27
H26 3.17828 -0.95526 -0.97472  0.12
H27 0.96493 2.46497 -2.39577  0.33
H28 4.45572 6.06511 -2.81259  0.27
H29 -0.59878 -2.14232 -2.84935  0.67
H30 -5.70089 -3.91052 -0.84727  0.37
H31 -3.97511 -0.76630 1.34313  0.45
H32 2.30106 1.36504 -2.14212  0.28
H33 0.69194 -1.07116 0.58546  -1.67
H34 -1.20459 1.23481 -2.11715  0.39
H35 -1.97562 -0.33598 -2.07153  0.73
H36 4.33418 -2.25686 -1.54691  0.39
H37 0.47347 -0.06915 -2.86445  0.75
H38 0.36796 2.34988 3.25454  0.33
H39 5.87631 4.99842 -2.76558  0.22
H40 2.02385 -1.64249 -2.93882  0.43
H41 -6.05386 -2.48973 0.12791  0.34

Forces on atoms 1 to 3 (eV/Å):
0.372 -0.309 -0.515
0.180 -1.235 0.791
0.362 1.319 0.281

=====

A molecular structure, C21H41N3O at a distorted geometry. Source: OMol25; level of theory: ωB97M-V with the def2-TZVPD basis set.

- Energy: -1063.443447 Ha
- Relative energy (zero: lowest compared OMol25 entry of this formula, charge and spin): 516.6 kcal per mole

Each line ends with the natural charge from an NBO analysis.
CARTESIAN COORDINATES (ANGSTROEM)
O1 2.26154 2.47910 0.78482  -0.69
N1 -2.23914 0.50336 0.36140  -0.42
N2 4.24427 -1.11511 -2.01253  -0.47
N3 0.18196 -0.65538 -0.78677  -0.48
C1 5.43594 -1.29207 -2.69443  0.07
C2 -4.55692 2.43630 2.65619  -0.37
C3 -5.88253 1.77905 2.66631  -0.46
C4 -0.87303 0.31877 1.33555  -0.21
C5 0.02052 1.89374 -0.33880  -0.36
C6 -3.31745 0.63580 1.30817  -0.14
C7 -3.50863 2.17147 1.68503  -0.37
C8 6.51793 -1.39794 -1.44283  -0.62
C9 -2.29578 -0.73174 -0.45087  -0.22
C10 -1.04957 -0.34838 -1.46469  -0.12
C11 0.28856 0.53889 0.37223  -0.06
C12 -3.69402 -0.23239 2.29469  -0.37
C13 1.96564 -0.05950 -2.46050  -0.41
C14 2.23421 -1.42333 -0.35288  -0.40
C15 3.33079 -0.75530 -2.89998  -0.11
C16 -5.81227 0.53471 3.39513  -0.40
C17 -5.16660 -0.81965 2.72385  -0.37
C18 3.55483 -2.05876 -0.93583  -0.21
C19 1.34313 -1.22807 -1.36481  -0.07
C20 5.51062 -2.90252 -3.17645  -0.68
C21 1.04543 2.77719 0.64074  0.00
H1 0.63257 1.96620 -1.39634  0.18
H2 0.75653 3.95461 0.16375  0.07
H3 -3.05455 0.01606 3.55575  0.13
H4 3.22686 -2.94318 -1.65859  0.18
H5 2.79060 2.39526 0.01228  0.49
H6 -4.30382 0.59619 0.65796  0.18
H7 -3.81165 2.79682 0.78782  0.19
H8 5.57362 -3.72559 -2.51017  0.21
H9 -5.46978 -1.07777 1.78160  0.20
H10 2.40637 0.79431 -1.94241  0.17
H11 0.35357 2.89527 1.32951  0.18
H12 4.67880 -2.96414 -4.07455  0.21
H13 6.21397 -0.49410 -0.95908  0.21
H14 5.65256 -0.68596 -3.31149  0.15
H15 2.69280 -1.56061 -3.61430  0.08
H16 -4.65033 3.65753 2.55853  0.20
H17 -5.09857 -1.47742 3.55622  0.22
H18 -1.11610 -1.44035 -2.12488  0.15
H19 -6.03299 1.77234 1.63465  0.21
H20 -1.07434 0.99551 1.96711  0.18
H21 -3.08819 -1.27458 2.19432  0.22
H22 -5.36290 0.64967 4.39277  0.20
H23 -1.20810 0.32833 -2.07214  0.15
H24 0.99231 -2.01815 -1.84891  0.21
H25 -6.54640 2.58113 3.09720  0.22
H26 1.18230 0.59960 0.93225  0.22
H27 -2.64251 2.60235 1.95612  0.19
H28 -0.81798 2.17367 -0.32160  0.16
H29 1.23990 0.29702 -3.06222  0.20
H30 7.46788 -1.31420 -2.00059  0.21
H31 6.51833 -2.92271 -3.69364  0.20
H32 -0.84732 -0.49366 1.83910  0.18
H33 6.37377 -2.16944 -0.77764  0.20
H34 -3.99506 2.24400 3.56819  0.20
H35 -3.07154 -0.67749 -1.08539  0.18
H36 -2.33139 -1.67167 -0.07234  0.18
H37 4.37607 -2.55427 -0.22174  0.22
H38 2.85707 -0.51336 0.31589  0.22
H39 3.58904 -0.17694 -3.44396  0.13
H40 2.13300 -2.17782 0.41786  0.24
H41 -6.72385 -0.03072 3.63037  0.21

Forces on atoms 1 to 3 (eV/Å):
4.669 -1.568 2.715
2.020 -2.854 3.553
-2.376 0.196 4.346

=====

Look up the energy of the third one. -2047.240367 Ha

=====

Which of these has the highest energy? C21H41N3O

=====

Which formula does entry 2 have? C21H41FN2O9